Entry 1:
Entry from the Open Molecules 2025 dataset: C5H7NO in the gas phase (the ωB97M-V functional and the def2-TZVPD basis).

Properties
ΔE to the lowest compared entry with this formula, charge and spin   0.182 eV
Energy   -324.71779 Ha
Frontier orbital gap   9.6 eV
Structure (SMILES)   C[C@H]1C=CNC1=O

```
14
Properties=species:S:1:pos:R:3:mulliken_charge:R:1
C 1.170 -0.106 1.470 -1.366
C 0.350 0.398 0.285 0.911
C 0.637 -0.236 -1.053 -0.727
C -0.514 -0.394 -1.707 -0.389
N -1.599 0.024 -0.916 -0.034
C -1.183 0.328 0.369 -0.025
O -1.903 0.559 1.316 -0.616
H 2.153 0.378 1.463 0.337
H 1.333 -1.186 1.412 0.357
H 0.688 0.122 2.425 0.333
H 0.514 1.485 0.196 0.210
H 1.620 -0.535 -1.392 0.380
H -0.696 -0.791 -2.699 0.407
H -2.571 -0.046 -1.171 0.222
```

Entry 2:
Entry from the Open Molecules 2025 dataset: 3 unconnected molecules or ions with the total composition C26H42N5O7S2 in a non-equilibrium geometry (the ωB97M-V functional and the def2-TZVPD basis).

Properties
Energy   -2612.48526 Ha
Frontier orbital gap   9.5 eV
Total charge   +1

```
82
Properties=species:S:1:pos:R:3:mulliken_charge:R:1
C -3.454 -2.938 3.571 -1.203
C -1.997 -2.450 3.396 -0.086
C -1.972 -1.022 2.815 -0.818
N -1.760 -0.976 1.359 0.539
C -1.703 -2.151 0.489 -2.057
C -0.260 -2.676 0.384 1.185
C 0.016 -3.995 0.700 -0.560
C 1.284 -4.513 0.617 -0.703
C 2.344 -3.734 0.198 -0.522
C 2.085 -2.415 -0.120 -0.842
C 0.814 -1.897 -0.016 0.176
C -1.600 0.218 0.815 0.427
N -1.583 1.402 1.447 -0.629
C -1.370 2.399 0.571 0.370
C -1.260 3.807 1.041 -0.895
C -1.180 4.945 -0.014 -0.367
C 0.148 5.736 0.143 -0.870
O 0.575 6.177 -1.154 -0.527
N -1.252 1.818 -0.629 0.612
C -0.986 2.464 -1.883 -1.023
C 0.303 2.818 -2.274 0.330
C 0.463 3.414 -3.508 -0.498
C -0.673 3.600 -4.282 -0.389
N -1.916 3.282 -3.940 -0.578
C -2.028 2.715 -2.751 0.196
N -1.413 0.491 -0.515 -0.197
H -3.517 -4.041 3.599 0.222
H -3.856 -2.595 4.533 0.401
H -4.127 -2.572 2.784 0.350
H -1.559 -2.426 4.401 0.412
H -1.393 -3.165 2.829 -0.097
H -1.265 -0.405 3.378 0.457
H -2.962 -0.580 3.005 0.438
H -2.285 -2.989 0.882 0.485
H -2.095 -1.941 -0.514 0.586
H -0.781 -4.660 1.039 0.439
H 1.492 -5.545 0.891 0.372
H 3.366 -4.094 0.124 0.405
H 2.883 -1.756 -0.458 0.396
H 0.708 -0.842 -0.261 0.389
H -2.109 4.006 1.706 0.361
H -0.382 3.868 1.700 0.389
H -1.356 4.667 -1.050 0.331
H -1.963 5.672 0.241 0.422
H 0.956 5.118 0.557 0.402
H 0.005 6.618 0.776 0.382
H 1.323 5.631 -1.424 0.093
H 1.124 2.598 -1.591 0.504
H 1.455 3.700 -3.847 0.485
H -0.533 4.047 -5.269 0.403
H -3.032 2.413 -2.431 0.413
H -1.346 -0.135 -1.304 0.320
O 3.886 5.166 -2.356 -0.672
S 3.657 6.287 -3.227 1.302
O 2.883 6.136 -4.423 -0.617
O 5.051 6.950 -3.593 -0.293
C 6.088 6.111 -4.143 -0.315
C 5.851 5.797 -5.608 -0.980
C 3.002 7.615 -2.283 -0.998
H 6.189 5.199 -3.553 0.317
H 7.016 6.669 -4.036 0.304
H 4.975 5.163 -5.739 0.277
H 6.712 5.276 -6.027 0.390
H 5.678 6.712 -6.174 0.267
H 3.611 7.752 -1.393 0.319
H 1.987 7.339 -2.011 0.533
H 2.995 8.517 -2.890 0.367
O -2.750 -6.309 3.304 -0.623
S -2.137 -7.440 3.940 1.264
O -0.743 -7.436 4.256 -0.629
O -2.479 -8.749 3.102 -0.292
C -2.178 -8.756 1.694 -0.317
C -0.700 -8.966 1.427 -0.861
C -3.049 -7.862 5.385 -1.038
H -2.539 -7.838 1.226 0.284
H -2.747 -9.580 1.267 0.283
H -0.113 -8.112 1.766 0.155
H -0.522 -9.099 0.359 0.399
H -0.334 -9.843 1.961 0.283
H -4.106 -7.905 5.135 0.323
H -2.866 -7.086 6.126 0.381
H -2.695 -8.822 5.753 0.355
```

Entry 3:
Entry from the Open Molecules 2025 dataset: 3 unconnected molecules or ions with the total composition C13H18F16NO3PS in a non-equilibrium geometry (the ωB97M-V functional and the def2-TZVPD basis).

Properties
ΔE to the lowest compared entry with this formula, charge and spin   1.909 eV
Energy   -3123.93063 Ha
Frontier orbital gap   9.3 eV
Structure (SMILES)   FC(F)C(F)(F)COC(F)(F)C(F)F.FC(F)C(F)(F)COC(F)(F)C(F)F.COCCN[PH2]=S

```
53
Properties=species:S:1:pos:R:3:mulliken_charge:R:1
F -1.155 1.422 -4.535 -0.208
C 0.115 1.874 -4.465 0.000
F 0.891 0.926 -5.061 -0.287
C 0.573 2.117 -3.031 1.071
F 0.609 0.959 -2.318 -0.244
F 1.868 2.566 -3.068 -0.350
C -0.245 3.160 -2.256 -0.870
O -1.278 2.652 -1.405 -0.285
C -2.515 2.362 -2.054 0.576
F -2.497 2.890 -3.301 -0.290
F -3.464 3.056 -1.369 -0.278
C -2.859 0.866 -2.040 1.029
F -1.883 0.121 -2.618 -0.244
F -4.000 0.620 -2.738 -0.282
H 0.194 2.787 -5.065 0.289
H 0.453 3.651 -1.567 0.462
H -0.608 3.971 -2.900 0.311
H -2.995 0.504 -1.017 -0.311
F 5.493 0.370 1.221 -0.217
C 4.700 1.309 0.662 0.055
F 4.643 2.339 1.552 -0.282
C 3.300 0.787 0.357 0.915
F 2.637 0.448 1.495 -0.287
F 2.576 1.811 -0.199 -0.295
C 3.246 -0.391 -0.626 -0.530
O 3.161 -1.697 -0.048 -0.400
C 4.405 -2.267 0.357 0.698
F 5.418 -1.525 -0.150 -0.285
F 4.479 -3.474 -0.267 -0.298
C 4.505 -2.464 1.875 0.260
F 4.326 -1.297 2.546 -0.212
F 5.732 -2.930 2.229 -0.261
H 5.188 1.684 -0.244 0.302
H 2.308 -0.284 -1.186 0.233
H 4.028 -0.333 -1.393 0.360
H 3.750 -3.172 2.230 0.218
C -3.517 1.301 1.776 -0.548
O -3.619 0.036 1.030 -0.276
C -4.299 -1.014 1.846 -0.576
C -3.371 -2.376 1.686 -0.393
N -3.527 -3.368 2.819 -0.467
P -2.139 -3.364 3.941 0.189
S -0.426 -3.849 3.078 -0.390
H -4.485 1.936 1.546 0.255
H -2.609 1.916 1.307 0.088
H -3.320 1.149 2.933 0.334
H -4.488 -0.693 2.956 0.347
H -5.378 -1.133 1.349 0.240
H -3.789 -2.923 0.710 0.276
H -2.253 -2.115 1.456 0.249
H -3.481 -4.321 2.346 0.366
H -2.389 -4.453 4.895 0.119
H -2.009 -2.147 4.723 0.119
```

Entry 4:
Entry from the Open Molecules 2025 dataset: a molecular structure, C4H5NO2 (the ωB97M-V functional and the def2-TZVPD basis).

Properties
ΔE to the lowest compared entry with this formula, charge and spin   1.984 eV
Energy   -360.59653 Ha
Frontier orbital gap   10.5 eV

```
12
Properties=species:S:1:pos:R:3:mulliken_charge:R:1
N 1.386 -0.477 0.800 -0.581
C 0.138 -0.166 0.230 0.390
C -0.212 -0.606 -1.193 -0.669
C -0.305 0.823 -0.857 -0.107
O -1.547 1.097 -0.180 -0.356
C -1.039 0.443 0.932 0.500
O -1.315 0.646 2.072 -0.553
H 1.508 -1.452 1.028 0.239
H 1.570 0.068 1.621 0.257
H 0.686 -0.843 -1.756 0.266
H -1.078 -1.219 -1.438 0.253
H 0.209 1.686 -1.258 0.360
```